Entry from the Open Molecules 2025 dataset: a 2-piece molecular cluster, C6H12N5 overall at a distorted geometry (ωB97M-V with the def2-TZVPD basis set).

Last column: natural (NBO) charge in e.
CARTESIAN COORDINATES (ANGSTROEM)
C1 -0.25745 1.66755 0.41002  0.2372
C2 2.32221 -0.72050 0.04964  0.3700
C3 -1.44690 -0.51667 0.53232  0.2915
C4 -1.08375 -0.52091 1.95821  -0.6734
C5 0.43522 -0.15585 -1.40837  -0.2447
C6 -1.09736 0.76286 -0.18730  0.0284
N1 0.56323 2.41552 0.74767  -0.2966
N2 -1.98860 -1.52513 0.02682  -0.6151
N3 -2.09803 1.27380 -1.05228  -0.7611
N4 1.31862 -1.02097 -0.74316  -0.5269
N5 2.80020 0.48821 0.19453  -0.7005
H1 2.73576 -1.68040 0.34012  0.2394
H2 -1.51695 -1.41830 2.53058  0.2680
H3 0.02983 -0.46560 2.29086  0.2312
H4 -1.48950 0.33411 2.28672  0.2270
H5 0.92110 0.84649 -1.57975  0.1999
H6 -0.31298 -0.50447 -2.03174  0.2337
H7 -2.26713 -1.62724 -0.94014  0.3523
H8 -2.70214 0.60550 -1.50876  0.4074
H9 -1.75874 2.05862 -1.57875  0.4009
H10 1.15744 -1.99315 -0.98846  0.4425
H11 3.61176 0.54880 0.75402  0.4480
H12 2.12416 1.14774 -0.10282  0.4410

Atoms 1-3, force components in eV/Å:
C 2.26 2.68 1.16
C 0.05 -1.82 -1.62
C 0.69 -0.13 -0.45

As for the net charge: +1. The value obtained for the gap between HOMO and LUMO (spin up / spin down) is 7.67 / 7.67 eV. The calculation puts the highest occupied orbital energy (spin up / spin down) at -0.4518 / -0.4518 Ha.

=====

Entry from the Open Molecules 2025 dataset: C6H12N5 as an isolated structure at a distorted geometry (ωB97M-V with the def2-TZVPD basis set).

Last column: Löwdin spin population.
CARTESIAN COORDINATES (ANGSTROEM)
C1 -0.82999 0.69159 1.66423  0.0290
C2 1.81614 1.42231 -0.39953  0.0687
C3 0.23988 -1.47670 0.38045  0.4235
C4 -0.28304 -2.45478 -0.63177  0.0960
C5 -0.48302 0.72541 -0.84951  0.0237
C6 -1.00980 -0.03107 0.44567  0.2544
N1 -0.51526 1.49592 2.45266  0.0532
N2 1.08953 -1.55102 1.26220  0.6978
N3 -2.27363 -0.64982 0.17560  0.1298
N4 0.95095 0.62231 -0.97492  0.0373
N5 1.40627 2.46875 0.27675  0.0513
H1 2.91901 1.36776 -0.58372  0.0066
H2 0.51603 -2.97220 -1.18452  0.0011
H3 -0.94820 -3.30855 -0.31973  0.0321
H4 -0.86883 -1.85062 -1.34457  0.0058
H5 -0.79654 1.72958 -0.87564  0.0051
H6 -0.78032 0.16604 -1.71543  -0.0002
H7 1.49691 -0.83342 1.80091  0.0543
H8 -2.72236 -0.65887 1.05348  0.0021
H9 -2.79607 -0.13944 -0.55155  0.0134
H10 1.25336 -0.34084 -1.15617  0.0130
H11 2.21745 2.95307 0.69480  0.0008
H12 0.40154 2.62457 0.38032  0.0011

Atoms 1-3, force components in eV/Å:
C 0.80 2.09 1.29
C 0.41 0.29 -0.60
C -1.31 -0.30 -3.67

As for the net charge: +1. The value obtained for the gap between HOMO and LUMO (spin up / spin down) is 5.43 / 8.44 eV. The calculation puts the highest occupied orbital energy (spin up / spin down) at -0.3296 / -0.5352 Ha. As for the multiplicity: 3. As for the expectation value of S²: 2.02.

=====

Entry from the Open Molecules 2025 dataset: an isolated ion of composition C6H12N6 and charge +2 at a distorted geometry (ωB97M-V with the def2-TZVPD basis set).

Last column: natural (NBO) charge in e.
CARTESIAN COORDINATES (ANGSTROEM)
N1 4.96013 -1.31480 0.16244  -0.0759
C1 4.06226 -0.71301 -0.21881  0.1701
C2 2.82603 0.04792 -0.12238  0.1348
C3 2.79608 1.39957 -0.00253  -0.3237
C4 1.60259 2.10738 -0.18428  0.2574
N2 0.47458 1.45146 -0.28638  -0.5219
C5 0.28384 0.00563 -0.05854  0.3891
N3 -0.58661 -0.41636 -1.10588  -0.4572
N4 -1.97345 -0.72935 -0.89807  -0.6466
N5 -0.13601 -0.38594 1.18881  -0.4571
N6 -1.47473 -0.16859 1.55045  -0.5844
C6 1.68084 -0.81311 -0.08165  -0.4703
H1 3.68792 1.96047 0.01416  0.2873
H2 1.58289 3.24772 -0.30674  0.2914
H3 -0.40791 1.88466 -0.59212  0.4367
H4 -0.51888 0.16484 -1.88580  0.3893
H5 -2.63807 -0.35352 -1.57158  0.4396
H6 -2.13579 -1.75783 -0.78417  0.4213
H7 0.57731 -0.15209 1.96076  0.4208
H8 -2.06521 -0.48574 0.49105  0.4387
H9 -1.73910 0.87860 1.86663  0.4091
H10 -1.70091 -0.72058 2.31959  0.4340
H11 1.74357 -1.45801 -0.87188  0.2956
H12 1.68483 -1.61388 0.72890  0.3217

Atoms 1-3, force components in eV/Å:
N 0.62 -0.48 -0.30
C -0.82 1.27 0.85
C 1.88 -0.16 0.33

As for the net charge: +2. The SMILES is N#CC1=CC=[NH+][C@](NN)(N[NH3+])C1. The value obtained for the gap between HOMO and LUMO is 8.54 eV. The calculation puts the highest occupied orbital energy at -0.6551 Ha.

=====

Entry from the Open Molecules 2025 dataset: a 2-piece molecular cluster, C6H12NO overall at a distorted geometry (ωB97M-V with the def2-TZVPD basis set).

Last column: natural (NBO) charge in e.
CARTESIAN COORDINATES (ANGSTROEM)
O1 0.39464 -2.65722 1.68968  -0.4724
C1 -0.76483 -2.36357 1.66470  0.4304
C2 -1.43197 -1.49454 0.59697  -0.3451
N1 -0.33903 -1.07683 -0.32775  -0.6988
H1 -1.53285 -2.65854 2.40411  0.1503
H2 -2.23248 -2.00549 0.06882  0.2652
H3 -1.80578 -0.57243 1.10242  0.2560
H4 -0.17838 -1.66421 -1.15397  0.4497
H5 -0.54137 -0.14109 -0.63996  0.4639
H6 0.53734 -1.00542 0.19381  0.4643
C3 -0.90287 2.20342 -0.32897  -0.4051
C4 0.26586 1.92421 -0.92853  -0.2675
C5 1.39563 1.38222 -0.16905  -0.2724
C6 2.45350 0.85365 -0.82010  -0.3369
H7 -1.07785 2.07687 0.78567  0.2108
H8 -1.77194 2.54751 -0.97763  0.2347
H9 0.49904 2.18929 -1.96813  0.2405
H10 1.31825 1.27719 0.93108  0.2155
H11 3.24124 0.45151 -0.25669  0.2143
H12 2.47383 0.73345 -1.86649  0.2026

Atoms 1-3, force components in eV/Å:
O -0.27 0.41 -0.26
C -1.30 -0.26 0.30
C 1.16 0.38 0.41

As for the net charge: +1. The value obtained for the gap between HOMO and LUMO is 9.72 eV. The calculation puts the highest occupied orbital energy at -0.4813 Ha.

=====

Entry from the Open Molecules 2025 dataset: the molecule C6H12NO2P at a distorted geometry (ωB97M-V with the def2-TZVPD basis set).

Last column: natural (NBO) charge in e.
CARTESIAN COORDINATES (ANGSTROEM)
C1 1.24485 -1.14416 2.26509  -1.0498
P1 0.13887 0.16926 1.60822  2.2914
O1 -0.02588 1.42343 2.32335  -1.0693
O2 -1.25569 -0.65666 1.28656  -0.7712
C2 -1.04885 -1.45656 0.16797  -0.1162
C3 -0.21051 -0.81512 -0.89325  -0.0474
C4 -0.88512 0.21258 -1.80296  -0.4461
C5 -0.57600 1.63443 -1.34260  -0.4154
C6 0.79930 1.50004 -0.59695  -0.2305
N1 0.79155 0.17557 0.09279  -0.8358
H1 1.10218 -1.48958 3.31689  0.2609
H2 1.45532 -1.71716 1.31925  0.2557
H3 2.23580 -0.63489 2.30213  0.2508
H4 -2.00237 -1.70178 -0.32989  0.2015
H5 -0.52303 -2.41591 0.33852  0.1784
H6 0.67879 -1.36674 -1.24226  0.2404
H7 -2.08967 0.04010 -1.90658  0.2308
H8 -0.38461 0.24179 -2.87519  0.2183
H9 -0.60699 2.25571 -2.24515  0.2221
H10 -1.38322 1.95673 -0.52443  0.2127
H11 1.66424 1.47310 -1.30922  0.1873
H12 0.88103 2.31585 0.04771  0.2314

Atoms 1-3, force components in eV/Å:
C 1.17 1.64 -0.15
P 0.28 -2.19 0.37
O -0.18 0.57 0.44

The SMILES is C[P@]1(=O)OC[C@H]2CCCN21. The value obtained for the gap between HOMO and LUMO is 10.56 eV. The calculation puts the highest occupied orbital energy at -0.3601 Ha.

=====

Entry from the Open Molecules 2025 dataset: the molecule C6H12NO3PS2 at a distorted geometry (ωB97M-V with the def2-TZVPD basis set).

Last column: natural (NBO) charge in e.
CARTESIAN COORDINATES (ANGSTROEM)
C1 0.84797 3.21152 1.18240  -0.2725
O1 -0.22805 2.50315 0.60396  -0.8362
P1 -0.10288 1.88433 -0.92891  1.6238
O2 -1.50517 1.05472 -0.86786  -0.8263
C2 -2.66812 1.58793 -1.46606  -0.2534
O3 0.92359 0.65141 -0.68250  -1.0751
S1 1.55325 -0.29545 0.60262  1.7612
N1 2.72668 0.18374 1.27464  -0.9885
C3 1.59715 -1.84737 -0.26358  -0.5294
C4 0.48322 -2.56161 -0.21816  -0.0791
C5 0.24527 -3.88315 -0.86483  -0.6493
S2 -0.88088 -1.92895 0.70052  0.3019
C6 -0.02997 -0.58902 1.52758  -0.8016
H1 1.72357 2.56439 1.30078  0.2070
H2 0.50768 3.54332 2.16316  0.1924
H3 1.11990 4.07866 0.57820  0.1750
H4 -3.06165 2.42017 -0.87860  0.1795
H5 -3.40487 0.78414 -1.49449  0.1956
H6 -2.46876 1.93461 -2.48191  0.1797
H7 2.51243 -2.10703 -0.75385  0.2560
H8 1.13887 -4.22304 -1.38107  0.2301
H9 -0.57386 -3.80274 -1.57794  0.2366
H10 -0.03976 -4.61867 -0.11394  0.2360
H11 -0.63341 0.31251 1.48702  0.2829
H12 0.21781 -0.85756 2.55282  0.2537

Atoms 1-3, force components in eV/Å:
C 0.49 0.18 0.17
O -0.53 -0.52 -0.70
P -0.28 0.21 0.79

The SMILES is COP(OC)O[S@]1(#N)C=C(C)SC1. The value obtained for the gap between HOMO and LUMO is 9.28 eV. The calculation puts the highest occupied orbital energy at -0.3205 Ha.

=====

Entry from the Open Molecules 2025 dataset: a 2-piece molecular cluster, C6H12NO4 overall at a distorted geometry (ωB97M-V with the def2-TZVPD basis set).

Last column: Löwdin spin population.
CARTESIAN COORDINATES (ANGSTROEM)
C1 2.57386 -1.43198 0.38425  0.6139
C2 -2.46643 -0.83420 0.48272  0.0041
C3 1.46033 1.28120 1.08718  0.0739
C4 -1.51635 0.98949 -0.78425  0.0009
C5 1.23292 0.25611 0.04051  0.5273
C6 -1.37140 -0.52156 -0.43508  0.0154
N1 0.05511 -0.61416 0.35657  0.0439
O1 1.98377 -2.42227 0.46389  0.4053
O2 -2.30853 -0.66966 1.67792  0.0008
O3 1.41949 0.46824 -1.33460  0.1097
O4 -1.24280 -1.32634 -1.51482  0.0047
H1 3.59989 -1.09284 -0.03802  0.1149
H2 -3.42264 -1.21922 0.14799  0.0007
H3 2.06701 2.22654 0.83776  0.0009
H4 0.44381 1.58050 1.43323  0.0244
H5 1.81297 0.95558 2.08396  0.0231
H6 -0.48894 1.26178 -1.08366  0.0024
H7 -2.24480 1.01008 -1.60050  -0.0001
H8 -1.72071 1.73789 0.12792  0.0005
H9 -0.27312 -0.40634 1.27621  0.0012
H10 0.34792 -1.63236 0.36879  0.0095
H11 1.14807 1.42799 -1.57942  0.0226
H12 -1.08944 -1.02445 -2.39853  0.0001

Atoms 1-3, force components in eV/Å:
C 4.51 2.78 2.50
C -0.33 -1.10 3.16
C -0.19 1.80 0.73

As for the net charge: +1. The value obtained for the gap between HOMO and LUMO (spin up / spin down) is 6.57 / 8.85 eV. The calculation puts the highest occupied orbital energy (spin up / spin down) at -0.3809 / -0.5474 Ha. As for the multiplicity: 3. As for the expectation value of S²: 2.01.

=====

Entry from the Open Molecules 2025 dataset: C6H12NOP as an isolated structure at a distorted geometry (ωB97M-V with the def2-TZVPD basis set).

Last column: natural (NBO) charge in e.
CARTESIAN COORDINATES (ANGSTROEM)
C1 1.87853 0.20493 -0.79685  0.0950
C2 -1.43297 -0.60448 0.06890  -0.4197
C3 -1.61038 0.82320 -0.40682  -0.2521
C4 0.94122 -0.69679 -0.55421  -0.2171
C5 0.01165 -0.66854 0.61640  -0.2485
C6 0.12399 -2.07504 1.35155  -0.5873
N1 -0.52091 1.40859 -1.18422  -1.0094
O1 1.95091 1.49633 -0.17243  -0.8079
P1 0.54322 2.24913 -0.45260  1.5428
H1 2.66086 0.04294 -1.52046  0.1917
H2 -2.01239 -0.89546 0.93966  0.2143
H3 -1.68029 -1.45331 -0.64150  0.2115
H4 -2.35486 0.74264 -1.21539  0.1971
H5 -2.03008 1.57064 0.27198  0.1880
H6 0.87994 -1.48607 -1.27873  0.2164
H7 0.36347 0.16220 1.22348  0.2048
H8 -0.67811 -2.43640 1.96800  0.2075
H9 1.04913 -2.09578 1.92187  0.2073
H10 0.25028 -2.58794 0.52327  0.1967
H11 0.65272 3.10262 0.78321  -0.0511
H12 1.01409 3.19658 -1.44509  -0.0798

Atoms 1-3, force components in eV/Å:
C 0.99 0.20 0.40
C 1.09 -0.08 1.46
C -2.35 -0.15 -2.95

The value obtained for the gap between HOMO and LUMO is 9.51 eV. The calculation puts the highest occupied orbital energy at -0.3097 Ha.

=====

What are the energy relative to the best compared isomer or geometry (same formula, charge and spin) values for these records? In order: 44.2, 6.7, 79.4, 35.6, 23.7, 0.0, 23.0, 64.9 kcal per mole.
What are the calculated total energy values for these records? In order: -509.247766, -509.150399, -563.579085, -365.492594, -782.412522, -1653.938272, -591.048971, -707.050494 Ha.